P:
C19H19N3O4S | wB97M-V/def2-TZVPD

The LUMO energy is 0.0214 hartree. Its SMILES is COc1cccc(-n2c(COc3ccccc3C)nnc2SCC(=O)O)c1. The orbital gap is 9.03 eV.

Each line ends with the Mulliken charge.
Geometry (Å):
1 C -0.37396 2.63185 4.19254  -1.0092
2 O -0.12771 2.09867 2.91244  -0.3739
3 C -0.92800 1.10146 2.45459  0.1334
4 C -1.98922 0.54058 3.15794  -0.4446
5 C -2.73853 -0.47486 2.58647  -0.8973
6 C -2.44356 -0.95551 1.32640  -0.3026
7 C -1.37733 -0.39510 0.63217  -1.0508
8 N -1.06241 -0.88311 -0.65450  0.7295
9 C 0.03200 -1.59695 -1.07414  0.9909
10 C 1.14035 -2.04828 -0.18437  -1.2386
11 O 1.79907 -1.01399 0.50418  -0.3398
12 C 2.58326 -0.13345 -0.20339  1.2563
13 C 2.73536 -0.15200 -1.58214  -1.1306
14 C 3.54954 0.78506 -2.19922  -0.7802
15 C 4.21184 1.73701 -1.44986  -0.6457
16 C 4.05954 1.74910 -0.07270  -0.5528
17 C 3.25308 0.82639 0.57029  0.9040
18 C 3.08001 0.84101 2.05769  -1.2666
19 N -0.08640 -1.88900 -2.33717  -0.8998
20 N -1.24262 -1.38212 -2.78771  -0.2874
21 C -1.82495 -0.78751 -1.78119  0.3313
22 S -3.36267 0.00558 -1.84263  -0.1054
23 C -3.76943 -0.48782 -3.54131  -0.5455
24 C -3.58250 -1.98413 -3.70309  0.5711
25 O -3.82382 -2.80509 -2.86309  -0.5558
26 O -3.17693 -2.27595 -4.93497  -0.4575
27 C -0.62979 0.63165 1.17530  0.3768
28 H 0.37707 3.40678 4.33639  0.2395
29 H -1.37099 3.07826 4.25590  0.3908
30 H -0.26278 1.87140 4.97178  0.3900
31 H -2.24349 0.88690 4.14677  0.4744
32 H -3.56312 -0.89807 3.13929  0.3870
33 H -3.02283 -1.74806 0.87941  0.5666
34 H 1.83672 -2.64223 -0.78925  0.3412
35 H 0.72479 -2.68109 0.60884  0.4455
36 H 2.22203 -0.88190 -2.18747  0.4434
37 H 3.65797 0.76171 -3.27306  0.3965
38 H 4.84508 2.46710 -1.93089  0.3832
39 H 4.57815 2.49046 0.51823  0.3849
40 H 2.11862 1.28087 2.32126  0.1077
41 H 3.09634 -0.17443 2.44736  0.2991
42 H 3.86824 1.42299 2.52879  0.4814
43 H -4.81538 -0.22176 -3.69519  0.3920
44 H -3.13192 0.04464 -4.24466  0.3282
45 H -3.00258 -3.22655 -5.02027  0.3567
46 H 0.18385 1.07947 0.62823  0.7824

---

Q:
C19H19N3O4S | wB97M-V/def2-TZVPD

The LUMO energy is -0.0230 hartree. Its SMILES is COCCNC(=O)c1cccc(NS(=O)(=O)c2cccc3cccnc23)c1. The orbital gap is 8.10 eV.

Each line ends with the Mulliken charge.
Geometry (Å):
1 C -3.82667 -2.35034 0.11919  -0.8329
2 O -3.38561 -1.01974 0.14252  -0.2205
3 C -3.73655 -0.33464 1.32233  -0.4161
4 C -3.48461 1.15946 1.13126  -0.9844
5 N -2.11801 1.43126 0.76783  0.0229
6 C -1.80551 2.13154 -0.34943  0.3004
7 O -2.64858 2.65629 -1.05071  -0.6877
8 C -0.34653 2.21111 -0.66093  0.3054
9 C 0.01691 2.43949 -1.98539  -0.7667
10 C 1.35239 2.51110 -2.33531  -0.7309
11 C 2.33636 2.32754 -1.38079  -0.5396
12 C 1.98256 2.09825 -0.05385  -0.8718
13 N 2.94971 1.87036 0.92170  -0.3243
14 S 2.61946 0.72943 2.10662  1.4571
15 O 3.88301 0.22168 2.53986  -0.7430
16 O 1.75204 1.30275 3.09305  -0.6982
17 C 1.66706 -0.54838 1.26887  -0.0179
18 C 0.55049 -1.03566 1.88481  -0.6530
19 C -0.22097 -2.03395 1.27001  -0.3784
20 C 0.13292 -2.51476 0.03969  -0.8997
21 C 1.28277 -2.03081 -0.61588  1.1288
22 C 1.70392 -2.49026 -1.88166  -0.7267
23 C 2.84273 -1.97379 -2.43622  -0.7086
24 C 3.55371 -0.99349 -1.72132  -0.3301
25 N 3.19299 -0.53573 -0.55545  -0.3258
26 C 2.07926 -1.03182 0.01378  0.2098
27 C 0.63940 2.06763 0.30677  0.2086
28 H -3.49362 -2.77086 -0.82717  0.2240
29 H -3.40303 -2.93257 0.94811  0.3197
30 H -4.92065 -2.40936 0.17831  0.3423
31 H -3.14252 -0.71591 2.17050  0.2874
32 H -4.80057 -0.49051 1.55578  0.4568
33 H -4.09983 1.54267 0.31291  0.4861
34 H -3.74736 1.68348 2.05799  0.2952
35 H -1.39575 0.93971 1.26873  0.0571
36 H -0.76353 2.56350 -2.71966  0.4997
37 H 1.63239 2.69806 -3.36134  0.4193
38 H 3.38067 2.36109 -1.65297  0.4281
39 H 3.88377 1.74000 0.56166  0.3629
40 H 0.28044 -0.63345 2.84969  0.5097
41 H -1.09280 -2.41692 1.77654  0.5080
42 H -0.46028 -3.27483 -0.44723  0.4091
43 H 1.12046 -3.24381 -2.39170  0.4297
44 H 3.19801 -2.30051 -3.40082  0.3944
45 H 4.45909 -0.56686 -2.13332  0.4594
46 H 0.40042 1.96255 1.35260  1.3342

---

Relative energies, unit kJ/mol: P 22.8; Q 0.0

---

P:
C8H14O2S2 | wB97M-V/def2-TZVPD

The LUMO energy is 0.0215 hartree. The orbital gap is 9.28 eV.

Each line ends with the Mulliken charge.
Geometry (Å):
1 C -1.18619 -1.50084 1.86894  -0.6724
2 C 0.11339 -0.88359 2.55808  -0.7148
3 C -0.27699 1.63278 -0.62038  -1.0997
4 C 0.60404 -0.79452 -0.09436  -0.5793
5 C -1.25150 -0.97466 0.49447  -0.4990
6 C 0.74616 0.45719 -1.02784  1.7941
7 C 2.17667 0.96505 -0.96876  -1.9636
8 C 0.32849 -0.03403 -2.40636  -1.6528
9 O -2.87511 0.90331 -0.39208  -0.7211
10 O -1.71373 1.35060 1.73550  -0.6885
11 S 1.50765 -0.93928 1.44465  -0.1716
12 S -1.68244 0.78290 0.42911  1.3339
13 H -1.04513 -2.56601 1.94981  0.4099
14 H -1.97442 -1.00914 2.52292  0.3147
15 H -0.27652 0.15390 2.44613  0.3454
16 H 0.46032 -1.40739 3.39776  0.4708
17 H 0.28863 2.31364 0.00601  0.4142
18 H -0.89537 2.07732 -1.40430  0.4078
19 H 0.69195 -1.80097 -0.73982  0.3046
20 H -1.74986 -1.59382 -0.25372  0.4361
21 H 2.35937 1.43066 0.04051  0.5015
22 H 2.29857 1.63777 -1.88526  0.3267
23 H 2.84584 0.21205 -1.00071  0.5145
24 H 0.46192 0.70129 -3.21555  0.3924
25 H -0.75765 -0.08427 -2.28717  0.4395
26 H 0.80191 -1.02994 -2.59760  0.3565

---

Q:
C8H14O2S2 | wB97M-V/def2-TZVPD

The LUMO energy is 0.0152 hartree. Its SMILES is O=C(O)CCCC[C@H]1CCSS1. The orbital gap is 8.29 eV.

Each line ends with the Mulliken charge.
Geometry (Å):
1 O -3.03281 -1.85239 -1.75338  -0.5623
2 C -2.34851 -1.79512 -0.77899  0.4833
3 O -2.43352 -0.83022 0.16496  -0.4111
4 C -1.24769 -2.80574 -0.24905  -0.3988
5 C 0.09395 -1.97620 0.39504  -0.7580
6 C 1.01251 -1.27721 -0.36773  -0.0872
7 C 0.45870 0.09779 -0.76657  -1.0507
8 C 0.00403 1.23835 0.20701  0.2971
9 C 1.07223 1.91049 1.09977  -1.0807
10 C 1.73218 3.16142 0.37334  -0.5068
11 S 0.78414 3.49635 -1.12930  -0.1670
12 S -0.89459 2.46126 -0.66319  -0.0820
13 H -3.26407 -0.24460 0.20198  0.3238
14 H -1.17563 -3.51348 -1.08655  0.3223
15 H -1.66346 -3.30066 0.84192  0.2581
16 H 0.52765 -2.69011 1.17262  0.3099
17 H -0.30575 -1.18755 0.97919  0.3486
18 H 1.91487 -0.91664 0.29460  0.1316
19 H 1.39783 -1.77426 -1.32591  0.2654
20 H -0.27408 0.00749 -1.61293  0.3624
21 H 1.33346 0.70961 -1.35529  0.2987
22 H -0.77804 0.63944 0.73836  0.2079
23 H 1.66760 1.18895 1.50365  0.5562
24 H 0.57172 2.29871 1.98924  0.3190
25 H 2.97091 2.86844 0.08739  0.2274
26 H 1.87636 4.08589 1.03984  0.3929

---

Relative energies, unit kJ/mol: P 23.5; Q 0.0

---

P:
C6H28O8 | wB97M-V/def2-TZVPD

The LUMO energy is 0.0059 hartree. Its SMILES is CO.CO.CO.CO.CO.CO.O.O. The orbital gap is 10.04 eV.

Each line ends with the Mulliken charge.
Geometry (Å):
1 C 2.73133 -3.88595 1.12913  -0.3050
2 O 2.96021 -3.20907 2.35248  -0.5097
3 H 3.68253 -4.26965 0.77228  0.2663
4 H 2.04717 -4.72881 1.27203  0.2351
5 H 2.31076 -3.19650 0.39056  -0.0177
6 H 2.14387 -2.76667 2.62153  0.3827
7 C 0.16262 -1.14679 -0.08729  -0.3635
8 O -1.07934 -0.65976 -0.55580  -0.5023
9 H 0.01757 -2.10497 0.40786  0.3452
10 H 0.88507 -1.25816 -0.89983  0.1721
11 H 0.59429 -0.50907 0.69167  0.0175
12 H -0.95144 0.19674 -0.98344  0.2288
13 C 2.31815 2.03564 0.14424  -0.3897
14 O 1.36878 2.94597 -0.43174  -0.4531
15 H 2.99564 2.57409 0.80953  0.3376
16 H 1.79790 1.28074 0.73890  0.0815
17 H 2.83641 1.55310 -0.67666  0.2207
18 H 0.85347 3.33243 0.28104  0.2534
19 C -2.21279 2.82934 -1.42042  -0.6041
20 O -1.38042 1.89032 -2.10455  -0.4570
21 H -2.58714 3.59301 -2.10848  0.3004
22 H -3.04572 2.30157 -0.96876  0.2361
23 H -1.65232 3.36032 -0.64327  0.1920
24 H -0.56966 2.33834 -2.36392  0.2584
25 C -2.01779 1.26744 2.68085  -0.3897
26 O -2.42170 0.13408 3.43530  -0.5344
27 H -2.83110 1.67291 2.07132  0.2427
28 H -1.66390 2.03264 3.36630  0.3474
29 H -1.20262 0.99701 1.99588  0.0284
30 H -2.69049 -0.55240 2.81603  0.3116
31 C 0.89323 0.03582 -3.91518  -0.3407
32 O 1.54951 1.21692 -4.39051  -0.5309
33 H 1.31756 -0.27411 -2.95959  0.0472
34 H -0.18574 0.19728 -3.88248  0.2203
35 H 1.08782 -0.72889 -4.66379  0.3121
36 H 1.56229 1.88337 -3.69894  0.2961
37 O -3.58129 -1.78364 -0.28570  -0.6580
38 H -4.03848 -1.44481 -1.05947  0.2811
39 H -2.68540 -1.40382 -0.33948  0.5025
40 O 0.50238 -2.09330 3.27194  -0.6363
41 H -0.35148 -2.44517 3.54194  0.2827
42 H 0.53029 -1.20753 3.64846  0.2922

---

Q:
C6H28O8 | wB97M-V/def2-TZVPD

The LUMO energy is 0.0122 hartree. Its SMILES is CO.CO.CO.CO.CO.CO.O.O. The orbital gap is 9.93 eV.

Each line ends with the Mulliken charge.
Geometry (Å):
1 C -0.18465 -0.07985 4.26585  -0.5803
2 O -0.64472 -0.96420 3.26477  -0.4632
3 H -0.40294 0.94326 3.96429  0.2247
4 H -0.73128 -0.24203 5.20838  0.2733
5 H 0.87571 -0.21255 4.47726  0.2815
6 H -0.07880 -1.74494 3.26054  0.2603
7 C -1.90078 -0.64332 -3.55932  -0.7033
8 O -0.50992 -0.97202 -3.49021  -0.3974
9 H -2.31115 -0.70845 -2.55384  0.2487
10 H -2.04330 0.38809 -3.89242  0.2924
11 H -2.44088 -1.32476 -4.22059  0.3424
12 H -0.15283 -0.90486 -4.38028  0.2469
13 C -0.03124 -1.00008 0.07813  -0.2511
14 O 0.19568 0.32894 0.56790  -0.4916
15 H 0.07050 -1.72074 0.88771  0.1075
16 H -1.06847 -1.05520 -0.26632  0.0927
17 H 0.63403 -1.17283 -0.75820  0.2493
18 H -0.45281 0.49046 1.26108  0.0593
19 C -2.99488 1.96819 1.37748  -0.1852
20 O -3.47924 2.93160 2.32249  -0.5402
21 H -3.47278 1.02396 1.62292  0.2512
22 H -3.23803 2.27388 0.35869  0.2994
23 H -1.91593 1.84670 1.48123  -0.0734
24 H -3.05135 3.76975 2.12824  0.2970
25 C 1.84830 3.17317 -0.37045  -0.5530
26 O 1.43385 2.74729 0.89527  -0.5281
27 H 1.94067 4.26013 -0.39260  0.3084
28 H 2.84620 2.78882 -0.64046  0.1788
29 H 1.15759 2.84870 -1.15850  0.2316
30 H 1.05455 1.86315 0.77660  0.5666
31 C 3.31988 0.27846 -2.62743  -0.3160
32 O 4.71452 0.18918 -2.89473  -0.5507
33 H 3.05695 -0.16116 -1.65751  0.1442
34 H 3.01509 1.31511 -2.69487  0.1784
35 H 2.73867 -0.34637 -3.32274  0.2316
36 H 5.13108 -0.41865 -2.28113  0.3133
37 O 0.71731 -3.56374 3.52049  -0.6570
38 H 1.34507 -3.43283 2.80144  0.3188
39 H 0.40777 -4.46818 3.41381  0.3101
40 O -1.69182 -3.49383 -1.88814  -0.6388
41 H -1.50454 -2.71902 -2.42980  0.3366
42 H -2.20107 -4.07925 -2.45505  0.2843

---

Relative energies, unit kJ/mol: P 0.0; Q 37.1